#i
A 3-piece molecular cluster, C4H12NOS overall, computed with ωB97M-V/def2-TZVPD.

Values from the calculation:
Total charge: -1
HOMO in eV: -3.5

Structure (XYZ):
```
19
C4H12NOS | the OMol25 dataset | ωB97M-V/def2-TZVPD
C 0.503 -0.496 0.511
C 0.211 -0.767 1.957
S 1.552 -1.139 4.735
C -0.864 -0.423 -0.193
N -0.872 0.070 -1.592
C -0.873 1.570 -1.701
H 1.040 0.442 0.377
H 1.061 -1.304 0.040
H -0.337 0.053 2.446
H 0.933 -0.992 2.797
H -1.341 -1.497 -0.113
H -1.563 0.343 0.357
H -0.353 -1.638 1.953
H 0.080 1.896 -1.230
H -1.956 1.829 -1.287
H -0.993 1.975 -2.695
H 1.980 -0.148 -2.655
H 0.195 -0.076 -1.779
O 1.599 0.301 -1.928
```

Löwdin charges, unit e, in atom order: C -0.2635; C -0.1584; S -0.0024; C -0.2880; N -0.1832; C -0.1742; H 0.0935; H 0.1077; H 0.0846; H -0.1281; H 0.1240; H 0.1154; H 0.0481; H 0.0611; H 0.0846; H 0.0394; H -0.1251; H -0.0158; O -0.4196

#ii
A 2-piece molecular cluster, C4H12NOS overall, computed with ωB97M-V/def2-TZVPD.

Values from the calculation:
Total charge: -1
HOMO in eV: -2.4

Structure (XYZ):
```
19
C4H12NOS | the OMol25 dataset | ωB97M-V/def2-TZVPD
C 1.066 -0.263 0.413
C 1.950 -1.523 0.588
S 1.248 -2.645 1.869
C -0.152 -0.720 -0.423
N -1.236 0.240 -0.750
C -2.397 0.263 0.114
H 1.733 0.437 -0.107
H 0.569 0.120 1.295
H 1.989 -2.104 -0.325
H 2.957 -1.150 0.812
H -0.670 -1.591 0.013
H 0.268 -1.117 -1.337
H -1.541 0.195 -1.708
H -2.233 -0.504 0.916
H -2.668 1.232 0.513
H -3.289 -0.133 -0.363
H 0.844 2.499 -0.998
H 0.633 3.338 0.204
O 0.929 3.426 -0.725
```

Löwdin charges, unit e, in atom order: C -0.3105; C -0.7711; S 0.0503; C -0.2869; N -0.1441; C -0.1589; H 0.0833; H 0.0794; H 0.0156; H 0.0310; H 0.0767; H 0.0952; H 0.0799; H 0.0921; H 0.0522; H 0.0571; H 0.0103; H 0.0415; O -0.0930

#iii
A 2-piece molecular cluster, C4H12NOS overall, computed with ωB97M-V/def2-TZVPD.

Values from the calculation:
Total charge: -1
HOMO in eV: -2.8

Structure (XYZ):
```
19
C4H12NOS | the OMol25 dataset | ωB97M-V/def2-TZVPD
C -2.016 1.419 -0.134
N -0.999 0.685 -0.870
C -0.274 -0.349 -0.079
C 1.158 -0.512 -0.527
S 2.163 -1.526 0.665
C -1.021 -1.695 -0.035
H -2.085 1.093 0.898
H -1.785 2.492 -0.101
H -2.986 1.354 -0.634
H -1.385 0.208 -1.671
H -0.244 -0.005 0.956
H 1.191 -1.056 -1.477
H 1.669 0.426 -0.698
H -2.068 -1.524 0.147
H -0.590 -2.221 0.814
H -0.794 -2.258 -0.934
H 3.847 1.470 0.741
H 2.812 0.621 1.356
O 3.404 1.379 1.582
```

Löwdin charges, unit e, in atom order: C -0.1574; N -0.1008; C -0.5223; C -0.6803; S 0.1984; C -0.0990; H 0.0668; H 0.0600; H 0.0633; H 0.0856; H 0.1077; H 0.0337; H 0.0283; H 0.0548; H 0.0353; H 0.0672; H -0.0007; H -0.0918; O -0.1487

#iv
A 2-piece molecular cluster, C4H12NOS overall, computed with ωB97M-V/def2-TZVPD.

Values from the calculation:
Total charge: -1
HOMO in eV: -2.4

Structure (XYZ):
```
19
C4H12NOS | the OMol25 dataset | ωB97M-V/def2-TZVPD
C -0.603 1.643 -1.080
N -0.589 0.347 -0.408
C 0.604 0.152 0.431
C 0.280 -0.523 1.741
S 1.769 -0.994 2.669
C -1.742 1.790 -2.059
H 0.351 1.862 -1.555
H -0.717 2.438 -0.323
H -1.440 0.231 0.125
H 1.352 -0.456 -0.077
H 1.081 1.100 0.694
H -0.430 0.121 2.284
H -0.295 -1.434 1.546
H -2.716 1.653 -1.568
H -1.689 1.047 -2.833
H -1.782 2.698 -2.651
H -0.822 -0.703 -3.731
H -0.487 -0.996 -2.256
O -1.066 -1.280 -2.989
```

Löwdin charges, unit e, in atom order: C -0.3141; N -0.1000; C -0.3716; C -0.8335; S 0.0635; C -0.1145; H 0.1080; H 0.1054; H 0.1024; H 0.0817; H 0.0889; H 0.0406; H 0.0292; H 0.0776; H 0.0292; H 0.0607; H 0.0242; H 0.0174; O -0.0951

Which is the most stable structure? #iii is the most stable.

#i
An isolated ion of composition C3H3O2 and charge +1, computed with ωB97M-V/def2-TZVPD.

Values from the calculation:
Total charge: +1
HOMO in eV: -16.3

Structure (XYZ):
```
8
C3H3O2 | the OMol25 dataset | ωB97M-V/def2-TZVPD
C -0.358 0.047 -0.064
C -0.065 -1.189 0.063
C 0.212 2.372 0.560
O -0.476 1.187 -0.321
O 1.065 2.150 1.278
H 0.833 -1.135 -0.616
H -0.589 -2.064 0.414
H -0.519 3.242 0.358
```

Löwdin charges, unit e, in atom order: C -0.1265; C 0.1846; C -0.0302; O 0.1822; O 0.2859; H 0.1635; H 0.1224; H 0.2181

#ii
An isolated ion of composition C3H3O2 and charge +1, computed with ωB97M-V/def2-TZVPD.

Values from the calculation:
Total charge: +1
HOMO in eV: -15.7

Structure (XYZ):
```
8
C3H3O2 | the OMol25 dataset | ωB97M-V/def2-TZVPD
C -0.066 1.043 0.048
C 0.754 -0.461 0.769
C -0.079 -0.278 -0.383
O 1.197 0.800 0.767
O -0.640 -1.219 -1.277
H -0.636 1.954 0.202
H 0.720 -1.209 1.616
H -1.249 -0.630 -1.743
```

Löwdin charges, unit e, in atom order: C 0.2312; C 0.1741; C -0.1415; O 0.0685; O 0.1404; H 0.1774; H 0.2147; H 0.1351

Which is the most stable structure? #i is the most stable.

#i
An isolated ion of composition C4H9NO2 and charge +1, computed with ωB97M-V/def2-TZVPD.

Values from the calculation:
Total charge: +1
2S+1: 2
HOMO (alpha / beta) in eV: -15.6 / -15.5
Expectation value of S²: 0.755

Structure (XYZ):
```
16
C4H9NO2 | the OMol25 dataset | ωB97M-V/def2-TZVPD
O 1.756 -2.329 0.110
C 1.360 -1.231 -0.056
O 2.232 -0.230 -0.521
C 0.133 -0.504 0.455
C -0.204 0.671 -0.560
C -1.176 1.808 -0.068
N -1.091 -1.410 0.498
H 3.154 -0.387 -0.396
H 0.230 -0.069 1.508
H 0.832 1.021 -0.827
H -0.444 0.357 -1.609
H -1.954 2.045 -0.827
H -0.715 2.700 0.210
H -1.710 1.379 0.748
H -1.234 -2.198 -0.100
H -1.171 -1.624 1.436
```

Löwdin charges, unit e, in atom order: O 0.2047; C -0.4234; O 0.0781; C -0.1476; C -0.1448; C -0.0466; N 0.3945; H 0.1281; H 0.2040; H 0.1226; H 0.1411; H 0.0990; H 0.0585; H 0.0544; H 0.1595; H 0.1179

#ii
An isolated ion of composition C4H9NO2 and charge +1, computed with ωB97M-V/def2-TZVPD.

Values from the calculation:
Total charge: +1
2S+1: 2
HOMO (alpha / beta) in eV: -14.9 / -14.8
Expectation value of S²: 0.755

Structure (XYZ):
```
16
C4H9NO2 | the OMol25 dataset | ωB97M-V/def2-TZVPD
C 0.392 -1.189 1.120
O 1.590 -1.140 1.837
C 0.176 0.099 0.253
C -1.173 0.072 -0.429
C -1.479 1.399 -1.107
O -0.697 2.310 -1.087
N 1.199 0.271 -0.709
H -0.440 -1.291 1.811
H 0.361 -2.055 0.451
H 2.305 -1.518 1.316
H 0.338 0.946 0.950
H -1.984 -0.118 0.277
H -1.231 -0.722 -1.172
H -2.414 1.477 -1.688
H 2.100 0.563 -0.329
H 0.956 0.896 -1.493
```

Löwdin charges, unit e, in atom order: C -0.1703; O 0.0081; C -0.3116; C -0.0884; C -0.1978; O 0.0842; N 0.3159; H 0.1436; H 0.1459; H 0.1111; H 0.2049; H 0.1450; H 0.1450; H 0.1483; H 0.1636; H 0.1525

#iii
A 3-piece molecular cluster, C4H9NO2 overall, computed with ωB97M-V/def2-TZVPD.

Values from the calculation:
Total charge: +1
2S+1: 2
HOMO (alpha / beta) in eV: -14.9 / -14.9
Expectation value of S²: 0.763

Structure (XYZ):
```
16
C4H9NO2 | the OMol25 dataset | ωB97M-V/def2-TZVPD
C 0.182 1.293 0.696
C 0.443 0.229 -0.205
N 0.127 0.635 -1.467
C -0.381 1.890 -1.397
C -0.315 2.333 -0.041
H 0.301 1.273 1.766
H 0.980 -0.690 -0.030
H -0.001 0.032 -2.268
H -0.758 2.329 -2.314
H -0.662 3.313 0.278
H -1.414 -1.222 0.676
H -2.615 -0.711 1.470
O -2.204 -1.521 1.139
H 2.568 -2.418 0.531
H 1.635 -3.555 0.969
O 2.114 -3.210 0.196
```

Löwdin charges, unit e, in atom order: C 0.0073; C 0.0259; N 0.1085; C 0.0604; C 0.0251; H 0.1355; H 0.1313; H 0.1896; H 0.1586; H 0.1386; H -0.0107; H 0.0465; O -0.0345; H 0.0302; H 0.0522; O -0.0646

Which is the most stable structure? #iii is the most stable.

#i
An isolated ion of composition C4H9NO2 and charge +1, computed with ωB97M-V/def2-TZVPD.

Values from the calculation:
Total charge: +1
2S+1: 2
HOMO (alpha / beta) in eV: -15.1 / -15.1
Expectation value of S²: 0.755

Structure (XYZ):
```
16
C4H9NO2 | the OMol25 dataset | ωB97M-V/def2-TZVPD
C 0.633 0.588 -1.704
N -0.117 0.232 -0.533
C -1.190 1.207 -0.444
C 0.626 -0.230 0.655
C 0.056 -1.554 1.234
O -0.001 -1.528 2.603
O 0.162 -2.584 0.593
H 1.094 1.693 -1.759
H -0.161 0.518 -2.684
H 1.414 -0.086 -1.705
H -2.086 0.842 -0.910
H -1.596 1.239 0.520
H -0.847 2.194 -0.712
H 0.474 0.474 1.504
H 1.741 -0.539 0.518
H -0.203 -2.466 2.823
```

Löwdin charges, unit e, in atom order: C -0.0223; N -0.0634; C -0.0051; C -0.0074; C -0.4505; O 0.1177; O 0.1336; H 0.1820; H 0.2075; H 0.0609; H 0.1249; H 0.0908; H 0.1197; H 0.1599; H 0.1964; H 0.1554

#ii
An isolated ion of composition C4H9NO2 and charge +1, computed with ωB97M-V/def2-TZVPD.

Values from the calculation:
Total charge: +1
2S+1: 2
HOMO (alpha / beta) in eV: -15.9 / -15.5
Expectation value of S²: 0.768

Structure (XYZ):
```
16
C4H9NO2 | the OMol25 dataset | ωB97M-V/def2-TZVPD
C 0.993 -1.621 -0.663
N 0.608 -0.339 -1.084
C -1.702 0.092 -0.467
C -0.246 0.472 -0.259
C 0.228 0.552 1.247
O 1.557 0.917 1.335
O 0.535 -2.134 0.321
H 1.688 -2.141 -1.339
H 1.338 0.215 -1.555
H -1.923 -0.073 -1.525
H -2.395 0.888 -0.176
H -2.000 -0.813 0.062
H -0.070 1.518 -0.527
H -0.530 1.082 1.844
H 0.197 -0.472 1.645
H 1.722 1.857 1.142
```

Löwdin charges, unit e, in atom order: C -0.1859; N 0.1866; C -0.0048; C -0.2949; C -0.1736; O 0.0294; O 0.1898; H 0.1717; H 0.1882; H 0.1002; H 0.1063; H 0.0997; H 0.1606; H 0.1561; H 0.1351; H 0.1355

Which is the most stable structure? #ii is the most stable.